1.
13
Properties=species:S:1:pos:R:3 method="wB97M-V/def2-TZVPD" lumo_energy_ev=0.08 e_tot_ev=-11856.7447 spin_multiplicity=1 orbital_gap_ev=10.541 de_lowest_kj_mol=507.16
C -0.1576 0.3349 -0.8292
C 0.5522 1.0279 0.2518
C -0.5293 -0.0235 0.6159
C -1.9805 -0.1281 0.9863
H 1.3596 -0.3223 -1.8204
H -0.8421 0.8386 -1.4993
H 0.2420 2.0980 0.0567
H 1.4821 -0.6635 0.8870
H 0.3392 -1.4169 -0.1904
N -3.0041 -0.1258 1.5688
O 0.4756 -0.8053 -1.4846
O 1.8754 0.4612 0.5814
O 0.1875 -1.2752 0.8761


2.
13
Properties=species:S:1:pos:R:3 method="wB97M-V/def2-TZVPD" lumo_energy_ev=0.46 e_tot_ev=-11857.4714 spin_multiplicity=1 orbital_gap_ev=7.520 de_lowest_kj_mol=437.04
N -1.9195 1.7863 0.5470
C -0.8312 1.1402 0.1259
C 0.4857 1.2886 -0.0177
C 1.1388 -0.0900 -0.2114
O 2.3701 -0.4544 -0.4835
C 0.0294 -0.8805 -0.1416
O 0.0965 -2.2806 -0.0347
O -1.1827 -0.2124 0.0941
H -2.7488 1.0202 0.3258
H -1.9792 2.9139 1.0026
H 1.0630 2.2538 -0.2843
H 2.4238 -1.3137 -0.9227
H -0.5295 -2.5489 0.9115


3.
13
Properties=species:S:1:pos:R:3 method="wB97M-V/def2-TZVPD" lumo_energy_ev=0.44 e_tot_ev=-11857.0239 spin_multiplicity=1 orbital_gap_ev=9.410 de_lowest_kj_mol=480.22
C -1.0573 1.9092 0.0409
C -0.5686 0.7044 -0.1435
O -1.5567 -0.2631 -0.2211
C -0.9279 -1.4866 0.0018
O 0.5479 -1.2819 -0.0496
C 0.6838 -0.0122 -0.0754
N 1.7550 0.7183 -0.2746
O 3.0029 0.0617 0.0404
H -2.1402 2.0074 0.3489
H -0.0937 2.6206 0.0296
H -1.0611 -1.7899 1.1024
H -1.3937 -2.3309 -0.7325
H 2.8095 -0.8569 -0.0674


4.
13
Properties=species:S:1:pos:R:3 method="wB97M-V/def2-TZVPD" lumo_energy_ev=-0.56 e_tot_ev=-11861.3492 spin_multiplicity=1 orbital_gap_ev=9.684 de_lowest_kj_mol=62.89
N -1.1559 -0.6974 -1.5901
C 0.1539 -1.0617 -1.4019
O 0.7323 -1.8054 -2.1640
C 0.7897 -0.6914 -0.1045
C 0.6699 0.1969 0.8484
C -0.3694 1.2071 1.1005
O -1.3911 1.3577 0.4599
O -0.0805 2.0908 2.0812
H -1.6136 -0.2076 -0.8505
H -1.5436 -0.7885 -2.5184
H 1.7112 -1.2212 -0.0653
H 1.4439 -0.0535 1.6083
H 0.6533 1.6744 2.5963


5.
13
Properties=species:S:1:pos:R:3 method="wB97M-V/def2-TZVPD" lumo_energy_ev=0.06 e_tot_ev=-29435.6656 spin_multiplicity=1 orbital_gap_ev=8.767 de_lowest_kj_mol=137.83
O 2.7795 0.0480 -0.1851
C 1.5734 -0.0404 -0.2453
C 0.6114 1.1025 -0.5217
C -0.5667 1.2892 0.3310
N -1.7262 0.7301 0.2705
S -1.8479 -0.6968 -0.6763
C -0.7732 -1.7122 0.4214
S 0.9448 -1.7214 -0.1440
H 0.2542 1.0270 -1.5858
H 1.2370 1.9978 -0.4998
H -0.4910 2.0594 1.0943
H -0.8187 -1.3664 1.4386
H -1.1765 -2.7169 0.3021


6.
11
Properties=species:S:1:pos:R:3 method="wB97M-V/def2-TZVPD" lumo_energy_ev=0.11 e_tot_ev=-16549.1478 spin_multiplicity=1 orbital_gap_ev=8.519 de_lowest_kj_mol=474.43
C -1.5553 0.5577 0.5225
C 0.4992 -0.4985 -0.2676
C 0.5370 0.9304 -2.6253
C 1.0095 -0.0722 -1.6986
N -0.8621 -0.0516 -0.3282
S -0.2159 -0.4563 -3.0896
H -2.4401 1.0173 0.2443
H 0.5267 -1.5098 -0.2439
H 0.9772 0.1035 0.4546
H -1.2295 0.6339 1.5643
H 1.9558 -0.4926 -1.7543